The following is a quantum chemistry calculation of the molecule CH3IO3 in a non-equilibrium geometry, from OMol25.

```
8
Properties=species:S:1:pos:R:3:nbo_charge:R:1
C -0.10 0.12 0.01 0.787
O 1.19 0.56 -0.22 -0.719
O -0.29 -0.15 1.26 -0.700
O -0.44 -0.88 -0.82 -0.692
I -1.35 2.07 -0.27 -0.156
H 1.74 -0.09 0.16 0.476
H -0.86 -0.91 1.43 0.509
H 0.11 -0.71 -1.55 0.495
```

The value obtained for the HOMO energy is -9.14 eV. For the total energy, the calculation gives -15328.220 eV. The lowest unoccupied orbital energy comes out at 0.14 eV. The energy above the lowest of the compared OMol25 structures with the same formula, charge and spin comes out at 23.3 kcal per mole. The SMILES is OC(O)(O)I. The value obtained for the HOMO-LUMO gap is 9.3 eV.


The following is a quantum chemistry calculation of the molecule C22H30N4O4 in a non-equilibrium geometry, from OMol25.

```
60
Properties=species:S:1:pos:R:3:nbo_charge:R:1
C -9.32 -0.92 -0.55 -0.611
H -9.32 -1.71 -1.30 0.201
C -8.64 -1.40 0.72 -0.396
C -7.23 -1.95 0.48 -0.389
C -6.25 -0.95 -0.12 -0.389
C -6.02 0.28 0.76 -0.497
C -4.95 1.16 0.15 0.693
O -5.20 2.15 -0.51 -0.604
N -3.68 0.71 0.40 -0.602
C -2.46 1.23 -0.01 0.147
C -1.31 0.56 0.38 -0.229
C -0.05 1.03 0.02 0.003
C 0.06 2.19 -0.74 -0.230
C -1.09 2.85 -1.14 -0.192
C -2.34 2.39 -0.78 -0.231
H -3.23 2.91 -1.09 0.257
H -1.01 3.75 -1.73 0.217
H 1.02 2.57 -1.03 0.214
C 1.14 0.30 0.45 0.162
N 1.07 -0.77 1.14 -0.088
O 2.32 -1.25 1.42 -0.361
C 3.33 -0.38 0.89 0.244
C 4.23 0.15 2.02 -0.425
C 5.57 0.39 1.35 -0.145
N 5.61 -0.60 0.27 -0.425
C 6.78 -1.00 -0.26 0.708
O 7.84 -0.47 0.05 -0.667
C 6.73 -2.10 -1.30 -0.490
C 6.54 -1.48 -2.69 -0.594
H 7.35 -0.79 -2.91 0.219
H 5.60 -0.93 -2.75 0.201
H 6.53 -2.25 -3.45 0.217
H 7.69 -2.61 -1.28 0.237
H 5.94 -2.81 -1.09 0.213
C 4.32 -1.19 0.03 -0.232
H 4.05 -1.17 -1.02 0.206
H 4.29 -2.23 0.39 0.214
H 6.42 0.21 2.02 0.238
C 5.70 1.83 0.81 0.668
O 4.80 2.64 0.88 -0.639
N 6.91 2.09 0.31 -0.821
H 7.10 3.00 -0.09 0.399
H 7.60 1.34 0.24 0.435
H 3.83 1.07 2.46 0.249
H 4.30 -0.62 2.79 0.229
C 2.55 0.71 0.13 -0.500
H 2.79 1.71 0.49 0.275
H 2.73 0.68 -0.94 0.224
H -1.37 -0.34 0.98 0.222
H -3.61 -0.13 0.96 0.397
H -6.93 0.87 0.82 0.233
H -5.73 -0.03 1.77 0.206
H -6.60 -0.62 -1.10 0.212
H -5.29 -1.47 -0.28 0.201
H -6.83 -2.31 1.44 0.197
H -7.30 -2.81 -0.19 0.202
H -8.60 -0.58 1.44 0.194
H -9.24 -2.19 1.17 0.203
H -8.82 -0.05 -0.96 0.204
H -10.35 -0.64 -0.35 0.212
```

The value obtained for the HOMO energy is -8.48 eV. For the total energy, the calculation gives -37452.478 eV. The lowest unoccupied orbital energy comes out at 0.60 eV. The energy above the lowest of the compared OMol25 structures with the same formula, charge and spin comes out at 52.2 kcal per mole. The SMILES is CCCCCC(=O)Nc1cccc(C2=NO[C@@]3(C2)C[C@H](C(N)=O)N(C(=O)CC)C3)c1. The value obtained for the HOMO-LUMO gap is 9.1 eV.


The following is a quantum chemistry calculation of C20H42O3P4Sn as an isolated structure in a non-equilibrium geometry, from OMol25.

```
70
Properties=species:S:1:pos:R:3:nbo_charge:R:1
P 2.87 -0.59 -0.37 1.069
C 3.50 -0.85 1.28 -0.980
H 4.58 -1.04 1.20 0.308
H 3.02 -1.72 1.74 0.279
H 3.34 0.04 1.92 0.269
C 3.38 -2.07 -1.26 -0.965
H 3.27 -1.96 -2.35 0.268
H 2.79 -2.93 -0.93 0.274
H 4.44 -2.24 -1.02 0.308
C 3.90 0.74 -1.05 -0.965
H 4.93 0.36 -1.08 0.312
H 3.84 1.63 -0.42 0.269
H 3.58 0.99 -2.07 0.266
P -0.83 2.91 -0.64 1.227
C -0.93 3.98 0.78 -1.007
H -1.42 4.91 0.48 0.321
H 0.07 4.21 1.17 0.280
H -1.51 3.51 1.58 0.277
C 0.13 3.89 -1.83 -0.974
H 0.03 3.50 -2.84 0.267
H 1.19 3.90 -1.55 0.267
H -0.27 4.92 -1.79 0.310
C -2.48 3.09 -1.38 -0.980
H -2.61 4.16 -1.60 0.308
H -3.25 2.76 -0.68 0.268
H -2.55 2.51 -2.30 0.263
P -2.16 -1.94 -0.25 1.113
C -2.94 -2.22 1.33 -0.995
H -3.56 -3.13 1.24 0.314
H -3.58 -1.37 1.61 0.278
H -2.19 -2.37 2.12 0.282
C -3.52 -1.84 -1.44 -0.969
H -4.22 -2.65 -1.19 0.312
H -3.17 -1.96 -2.47 0.270
H -4.03 -0.87 -1.34 0.273
C -1.36 -3.53 -0.62 -0.968
H -2.15 -4.29 -0.64 0.303
H -0.63 -3.78 0.17 0.274
H -0.85 -3.51 -1.59 0.259
Sn 0.08 -0.20 -0.62 1.286
C 1.27 1.78 0.55 0.473
O 1.90 2.28 1.38 -0.419
C -2.06 0.77 0.55 0.461
O -2.85 1.06 1.34 -0.439
C -1.33 -0.16 -3.52 -0.225
C -0.68 -1.39 -3.38 -0.242
C 0.70 -1.44 -3.33 -0.190
C 1.44 -0.27 -3.44 -0.257
C 0.80 0.94 -3.57 -0.215
C -0.59 1.00 -3.61 -0.204
H -2.43 -0.12 -3.63 0.262
H -1.27 -2.32 -3.41 0.255
H 1.20 -2.42 -3.28 0.257
H 2.54 -0.32 -3.53 0.255
H 1.40 1.86 -3.72 0.261
H -1.09 1.95 -3.83 0.251
C -0.45 0.98 4.04 -1.013
P 0.18 -0.61 3.52 1.943
C 1.79 -0.82 4.27 -1.012
C -0.86 -1.89 4.26 -1.013
O 0.22 -0.71 2.00 -1.206
H -0.30 1.09 5.12 0.301
H -1.51 1.05 3.83 0.258
H 0.08 1.77 3.53 0.242
H 1.67 -0.92 5.36 0.299
H 2.27 -1.73 3.88 0.264
H 2.42 0.06 4.06 0.256
H -1.91 -1.61 4.16 0.259
H -0.65 -2.84 3.77 0.265
H -0.61 -1.96 5.33 0.301
```

The value obtained for the HOMO energy (spin up / spin down) is -21.16 / -20.96 eV. For the total energy, the calculation gives -70508.830 eV. The lowest unoccupied orbital energy (spin up / spin down) comes out at -15.66 / -15.67 eV. Its charge is +4. The value obtained for the HOMO-LUMO gap (spin up / spin down) is 5.5 / 5.3 eV.


The following is a quantum chemistry calculation of C61H64CsN5O5P4S2 as an isolated structure in a non-equilibrium geometry, from OMol25.

```
142
Properties=species:S:1:pos:R:3:mulliken_charge:R:1
Cs -0.08 0.46 1.12 1.690
O 0.02 -1.85 0.23 -0.489
S 0.70 -1.60 -1.07 1.199
C 0.28 -2.96 -2.23 -0.553
C 1.33 -3.35 -3.03 0.283
C 1.24 -4.32 -4.04 -1.239
C 0.03 -4.93 -4.21 0.123
C -0.38 -6.03 -5.16 -0.841
C -1.89 -6.24 -4.87 -0.743
C -2.21 -5.27 -3.77 0.672
C -3.38 -5.01 -3.12 -1.162
C -3.40 -3.94 -2.19 0.095
C -2.30 -3.18 -1.86 -0.296
P -2.54 -1.68 -0.79 1.180
C -2.77 -0.46 -2.15 0.998
C -3.25 -0.74 -3.42 -0.533
C -3.37 0.27 -4.36 -0.814
C -3.01 1.58 -4.05 -0.786
C -2.53 1.87 -2.78 -0.250
C -2.42 0.86 -1.84 -0.190
C -4.27 -1.91 -0.23 0.622
C -5.33 -1.08 -0.58 -0.778
C -6.59 -1.26 -0.03 -0.762
C -6.81 -2.28 0.89 -0.541
C -5.76 -3.11 1.26 -0.795
C -4.50 -2.92 0.72 -0.260
C -1.02 -3.50 -2.45 -1.729
C -1.06 -4.53 -3.43 0.662
C 2.37 -2.17 -0.67 -0.446
C 2.45 -3.44 -0.17 0.156
C 3.66 -4.03 0.23 -1.365
C 4.80 -3.28 0.13 0.362
C 6.24 -3.61 0.43 -0.798
C 7.02 -2.31 0.12 -0.831
C 5.98 -1.34 -0.37 0.293
C 6.05 -0.05 -0.82 -1.470
C 4.87 0.60 -1.23 0.126
C 3.61 0.03 -1.21 -0.288
P 2.07 0.93 -1.72 2.241
C 2.01 0.12 -3.43 0.297
C 0.73 0.03 -3.98 0.388
C 0.53 -0.51 -5.24 -0.541
C 1.61 -0.97 -5.98 -0.828
C 2.89 -0.88 -5.45 -0.771
C 3.09 -0.34 -4.18 -0.612
C 2.72 2.55 -2.33 0.930
C 2.31 3.01 -3.58 -1.117
C 2.70 4.26 -4.05 -0.678
C 3.50 5.08 -3.28 -0.859
C 3.88 4.66 -2.02 -0.866
C 3.49 3.41 -1.55 -0.142
C 3.51 -1.33 -0.76 -0.644
C 4.71 -1.95 -0.35 0.842
H 2.30 -2.88 -2.89 0.358
H 2.11 -4.57 -4.63 0.484
H 0.19 -6.94 -4.98 0.254
H -0.20 -5.74 -6.20 0.281
H -2.11 -7.27 -4.58 0.294
H -2.50 -6.02 -5.76 0.252
H -4.29 -5.56 -3.32 0.442
H -4.35 -3.70 -1.75 0.563
H -3.54 -1.75 -3.69 0.360
H -3.75 0.05 -5.35 0.399
H -3.08 2.36 -4.79 0.364
H -2.22 2.88 -2.52 0.445
H -2.02 1.07 -0.85 -0.369
H -5.17 -0.28 -1.30 0.441
H -7.41 -0.61 -0.32 0.418
H -7.80 -2.43 1.31 0.384
H -5.92 -3.90 1.98 0.439
H -3.67 -3.55 1.02 0.497
H 1.54 -4.02 -0.10 0.534
H 3.67 -5.04 0.60 0.464
H 6.58 -4.44 -0.19 0.256
H 6.36 -3.91 1.47 0.286
H 7.79 -2.47 -0.65 0.264
H 7.54 -1.92 1.00 0.264
H 7.00 0.48 -0.89 0.468
H 4.98 1.60 -1.60 0.712
H -0.11 0.41 -3.40 -0.111
H -0.48 -0.58 -5.65 0.507
H 1.46 -1.40 -6.96 0.372
H 3.74 -1.23 -6.02 0.385
H 4.10 -0.27 -3.78 0.369
H 1.67 2.39 -4.20 0.382
H 2.38 4.58 -5.04 0.438
H 3.81 6.05 -3.65 0.396
H 4.48 5.30 -1.38 0.433
H 3.81 3.11 -0.56 0.507
O 2.04 1.62 0.53 -0.596
N 2.00 2.86 0.96 0.412
C 2.92 3.26 1.85 -0.400
C 3.02 4.55 2.29 -1.323
C 2.12 5.49 1.79 -0.694
C 1.15 5.08 0.91 -0.925
C 1.06 3.74 0.47 0.359
S -0.12 3.22 -0.62 0.074
H 3.60 2.47 2.16 0.414
H 3.80 4.82 3.00 0.512
H 2.18 6.53 2.09 0.485
H 0.43 5.77 0.50 0.543
C -3.54 0.05 6.20 -0.988
N -2.74 -0.64 5.21 0.528
C -3.20 -1.97 4.85 -0.935
P -1.62 0.08 4.21 -1.027
O -1.62 -0.43 2.83 0.079
O -2.06 1.63 4.34 -0.704
P -1.21 2.79 3.57 0.423
O -0.10 2.24 2.77 -0.607
N -2.46 3.58 2.83 0.098
C -2.07 4.84 2.19 -0.818
C -3.40 2.82 2.01 -0.799
N -0.70 3.72 4.83 0.721
C 0.62 4.31 4.83 -0.679
C -1.69 4.38 5.68 -1.237
N -0.10 0.08 4.89 1.201
C 0.79 -1.02 4.55 -0.970
C 0.06 0.58 6.24 -1.014
H -3.50 -0.48 7.15 0.359
H -4.58 0.12 5.88 0.337
H -3.16 1.06 6.35 0.181
H -3.09 -2.66 5.70 0.296
H -2.62 -2.35 4.01 0.146
H -4.26 -1.96 4.56 0.379
H -1.28 5.33 2.77 0.277
H -2.93 5.51 2.15 0.448
H -1.69 4.68 1.18 0.033
H -3.58 1.84 2.45 0.260
H -3.03 2.69 0.99 0.201
H -4.35 3.36 1.97 0.402
H 1.25 3.78 4.12 -0.057
H 1.07 4.21 5.83 0.341
H 0.61 5.37 4.57 0.293
H -2.65 3.89 5.56 0.316
H -1.80 5.44 5.43 0.341
H -1.38 4.30 6.73 0.349
H 0.51 -1.42 3.58 0.297
H 0.75 -1.82 5.30 0.237
H 1.82 -0.65 4.50 0.257
H -0.65 1.39 6.43 0.197
H 1.07 0.98 6.36 0.321
H -0.10 -0.21 6.99 0.282
```

The value obtained for the HOMO energy is -6.20 eV. For the total energy, the calculation gives -141359.822 eV. The lowest unoccupied orbital energy comes out at 0.15 eV. The energy above the lowest of the compared OMol25 structures with the same formula, charge and spin comes out at 54.7 kcal per mole. The value obtained for the HOMO-LUMO gap is 6.4 eV.


The following is a quantum chemistry calculation of a 9-piece molecular cluster, C48H114F9N6O18 overall in a non-equilibrium geometry, from OMol25.

```
195
Properties=species:S:1:pos:R:3:mulliken_charge:R:1
C -19.63 2.51 7.82 0.076
O -19.60 1.57 8.96 0.653
O -20.03 3.75 8.37 -1.011
C -18.29 2.55 6.97 0.418
F -18.38 3.57 6.10 -0.296
F -17.18 2.54 7.66 -0.149
F -18.33 1.51 6.12 -0.345
C -19.53 0.19 8.58 0.900
C -19.59 -0.61 9.89 -1.107
H -19.39 -1.64 9.59 0.106
H -18.69 -0.37 10.45 0.195
H -20.53 -0.49 10.43 0.332
H -18.49 -0.05 8.35 -0.098
H -20.27 -0.01 7.81 -0.231
H -20.31 2.08 7.09 -0.168
C -11.71 3.40 5.59 -0.377
O -13.04 4.03 5.86 -0.038
O -11.81 2.89 4.30 -0.918
C -10.66 4.48 6.01 0.778
F -10.58 5.58 5.36 -0.281
F -10.95 4.87 7.22 -0.282
F -9.38 4.07 6.09 -0.308
C -13.60 3.84 7.19 -0.455
C -14.90 4.76 7.37 -0.831
H -14.60 5.78 7.15 0.308
H -15.70 4.33 6.77 -0.182
H -15.29 4.62 8.38 0.471
H -12.92 4.13 8.00 0.439
H -13.76 2.77 7.37 0.327
H -11.61 2.51 6.20 0.300
C -24.30 -3.11 5.59 -0.198
O -23.87 -1.75 5.66 -0.033
O -24.92 -3.21 4.37 -0.880
C -23.11 -4.11 5.74 0.694
F -22.22 -3.87 4.80 -0.322
F -22.49 -4.03 6.90 -0.241
F -23.46 -5.35 5.75 -0.322
C -23.72 -1.17 6.94 -0.332
C -23.27 0.26 6.45 -0.263
H -23.16 0.93 7.30 -0.326
H -22.23 0.23 6.14 -0.200
H -23.71 0.71 5.56 0.547
H -23.11 -1.55 7.75 0.352
H -24.72 -1.06 7.37 0.403
H -24.96 -3.37 6.42 0.203
C -19.05 -2.72 6.75 -0.761
O -18.95 -2.16 5.50 0.158
C -18.80 -3.11 4.49 -0.834
C -18.80 -2.29 3.14 -0.844
N -20.28 -2.09 2.60 -0.041
H -20.44 -1.68 1.69 0.443
H -20.79 -2.95 2.48 0.424
C -21.17 -1.19 3.52 -0.226
C -22.55 -1.12 2.71 -1.047
O -22.27 -0.62 1.41 -0.418
C -23.38 -0.63 0.57 -0.822
H -19.74 -3.56 6.76 0.357
H -19.47 -1.95 7.39 -0.269
H -18.16 -3.19 7.17 0.459
H -19.53 -3.90 4.65 0.565
H -17.83 -3.60 4.58 0.521
H -18.22 -2.63 2.28 0.371
H -18.53 -1.26 3.35 0.328
H -20.70 -0.31 3.96 0.390
H -21.35 -1.70 4.47 -0.029
H -23.20 -0.55 3.37 0.531
H -22.93 -2.13 2.62 0.513
H -23.08 -0.06 -0.31 0.284
H -24.28 -0.23 1.04 0.336
H -23.65 -1.60 0.14 0.331
C -25.18 -0.60 11.35 -0.751
O -23.96 0.14 11.22 -0.243
C -24.02 1.31 10.51 -0.475
C -22.64 1.87 10.70 0.143
N -22.40 3.14 9.81 0.281
H -21.56 3.02 9.27 -0.330
H -23.08 3.19 9.06 0.443
C -22.27 4.47 10.56 -0.646
C -20.95 4.52 11.44 -0.572
O -20.73 3.47 12.42 -0.385
C -19.47 2.88 12.27 -0.779
H -25.82 0.07 11.93 0.340
H -24.90 -1.58 11.74 0.155
H -25.59 -0.82 10.37 0.315
H -24.74 1.98 10.98 0.395
H -24.32 1.21 9.47 0.261
H -21.84 1.23 10.33 -0.577
H -22.38 2.05 11.75 0.534
H -23.18 4.47 11.16 0.415
H -22.29 5.17 9.73 0.417
H -21.00 5.33 12.17 0.538
H -20.11 4.89 10.86 0.358
H -18.91 2.88 11.34 0.237
H -19.45 1.81 12.46 0.271
H -18.78 3.15 13.07 0.381
C -15.44 -5.91 14.20 -0.806
O -14.86 -4.94 13.33 -0.044
C -13.39 -4.95 13.03 -0.526
C -13.16 -4.09 11.82 -1.274
N -13.74 -4.43 10.40 -0.585
H -13.44 -3.68 9.80 0.392
H -13.32 -5.30 10.11 1.030
C -15.33 -4.46 10.35 -2.234
C -15.87 -3.09 10.76 0.112
O -15.08 -2.00 10.24 -0.117
C -15.64 -0.64 10.45 -0.489
H -15.52 -6.94 13.87 0.316
H -16.44 -5.53 14.44 0.236
H -14.81 -5.89 15.09 0.290
H -13.10 -5.99 12.84 0.454
H -12.85 -4.56 13.89 0.334
H -12.11 -3.97 11.52 0.590
H -13.58 -3.12 12.07 0.196
H -15.74 -5.28 10.94 0.127
H -15.65 -4.60 9.31 1.002
H -15.84 -2.82 11.81 0.432
H -16.92 -2.98 10.46 0.137
H -16.54 -0.61 9.84 -0.029
H -14.89 0.08 10.12 0.271
H -15.82 -0.46 11.51 0.351
C -26.12 -8.34 15.36 -0.726
O -25.46 -7.92 14.19 -0.290
C -25.86 -8.48 12.93 -0.748
C -25.20 -7.73 11.76 -0.563
N -23.65 -7.87 11.68 -0.166
H -23.29 -7.28 12.41 0.404
H -23.41 -8.76 12.09 0.390
C -22.96 -7.38 10.33 -0.700
C -22.87 -5.78 10.42 -0.084
O -22.25 -5.41 11.65 -0.398
C -21.82 -4.06 11.69 -0.712
H -25.90 -9.39 15.56 0.314
H -27.20 -8.23 15.22 0.311
H -25.74 -7.80 16.23 0.235
H -26.95 -8.46 12.82 0.453
H -25.73 -9.56 12.83 0.418
H -25.51 -6.69 11.74 0.325
H -25.53 -8.25 10.86 0.397
H -23.54 -7.78 9.50 0.341
H -22.00 -7.89 10.26 0.391
H -23.87 -5.35 10.42 0.306
H -22.43 -5.32 9.53 0.255
H -21.21 -3.99 12.59 0.372
H -22.61 -3.33 11.89 0.247
H -21.30 -3.53 10.89 0.231
C -13.44 4.87 2.27 -0.023
O -13.52 3.66 1.41 -0.363
C -14.85 3.04 1.42 -0.765
C -15.30 2.44 2.77 -0.591
N -14.19 1.54 3.35 0.188
H -13.86 0.86 2.68 0.508
H -13.39 2.15 3.45 0.264
C -14.56 0.87 4.66 -0.116
C -15.96 0.19 4.63 -0.107
O -15.94 -0.94 3.79 -0.240
C -15.32 -2.17 4.19 -1.176
H -13.28 4.64 3.32 -0.123
H -14.16 5.65 2.00 0.066
H -12.52 5.42 2.06 0.334
H -14.81 2.30 0.62 0.358
H -15.51 3.83 1.05 0.282
H -16.17 1.82 2.55 0.449
H -15.62 3.22 3.46 0.470
H -14.55 1.65 5.42 -0.446
H -13.76 0.19 4.92 0.539
H -16.79 0.77 4.24 0.043
H -16.23 -0.07 5.65 0.440
H -14.23 -2.07 4.17 0.368
H -15.53 -2.84 3.36 0.322
H -15.59 -2.58 5.16 0.355
C -19.24 10.47 -1.18 -0.809
O -19.06 9.59 -0.02 -0.334
C -18.04 8.58 -0.24 -0.789
C -17.73 7.86 1.01 -0.163
N -18.97 7.10 1.50 -0.137
H -19.71 7.67 1.88 0.398
H -19.42 6.59 0.76 0.415
C -18.75 5.89 2.45 -0.951
C -17.92 6.16 3.74 0.048
O -16.73 7.00 3.36 -0.303
C -15.65 6.80 4.27 -0.654
H -19.48 10.06 -2.16 0.306
H -18.35 11.09 -1.24 0.346
H -19.98 11.21 -0.88 0.286
H -17.20 9.20 -0.55 0.458
H -18.20 7.97 -1.13 0.437
H -17.51 8.55 1.84 0.382
H -16.88 7.22 0.77 0.094
H -18.38 5.06 1.86 0.327
H -19.81 5.64 2.52 0.440
H -17.67 5.22 4.21 0.012
H -18.60 6.66 4.43 0.391
H -15.36 5.75 4.32 0.075
H -16.03 7.14 5.24 0.361
H -14.83 7.48 4.02 0.407
```

As for the expectation value of S²: 0.75. The value obtained for the HOMO energy (spin up / spin down) is -5.58 / -9.42 eV. For the total energy, the calculation gives -121842.337 eV. The lowest unoccupied orbital energy (spin up / spin down) comes out at -3.97 / -3.97 eV. Its charge is +2. Its spin multiplicity is 2. The value obtained for the HOMO-LUMO gap (spin up / spin down) is 1.6 / 5.4 eV.